Computed, not measured: C10H4BrNO5Y as an isolated structure in a non-equilibrium geometry, with ωB97M-V/def2-TZVPD.

Calculated values
HOMO: -19.009 eV
LUMO: -0.5339 hartree
charge: +3
maximum force: 12.21 eV Å⁻¹

Structure (XYZ):
```
22
Properties=species:S:1:pos:R:3:forces:R:3:lowdin_charge:R:1
O 0.92373 -4.65142 -0.88218 -0.054 0.692 -0.034 0.09
C 0.79295 -3.53703 -0.85078 0.012 -0.517 0.081 -0.03
Y -0.27728 0.81351 0.38733 0.027 -6.222 1.278 1.37
O 1.44695 0.57830 -3.01717 -3.437 -0.345 6.945 0.20
C 0.92231 0.54151 -1.96031 3.503 0.366 -7.085 0.06
C -0.47078 2.96157 0.33072 -1.475 12.108 0.481 0.02
O -0.62136 4.11691 0.39755 0.919 -6.682 -0.487 0.30
C 2.14020 0.32639 1.00951 7.270 -0.312 2.692 0.07
O 3.24376 0.26189 1.40310 -6.756 0.268 -2.474 0.21
C -2.11322 -0.11144 -1.10846 -6.612 -1.797 -4.268 0.07
O -3.06662 -0.38896 -1.74016 6.137 1.648 3.991 0.21
Br -2.78560 1.67109 5.35279 0.427 -0.697 -0.759 0.89
C -2.11954 0.26854 4.22652 -1.019 0.736 1.944 -0.59
C -2.24652 -1.06620 4.67236 0.344 -0.406 -0.597 0.00
C -1.73946 -2.08154 3.82345 -0.154 -0.332 0.374 0.04
C -1.14783 -1.72957 2.59961 -0.630 0.167 1.215 -0.06
N -1.07899 -0.41596 2.26410 1.570 -1.050 -3.009 -0.12
C -1.52885 0.56136 3.01673 -0.773 -1.899 1.740 -0.23
H -2.72352 -1.31912 5.65484 0.508 0.379 -1.068 0.16
H -1.81125 -3.16084 4.13197 0.116 1.267 -0.433 0.16
H -0.75353 -2.50095 1.93774 -0.033 0.437 -0.011 0.12
H -1.42663 1.54089 2.67839 0.111 2.191 -0.516 0.07
```
Positions in Å, forces in eV/Å.

---

Computed, not measured: a 8-piece molecular cluster, C45H73F8N8O12S overall in a non-equilibrium geometry, with ωB97M-V/def2-TZVPD.

Calculated values
HOMO: -10.251 eV
LUMO: -0.1591 hartree
charge: +1
maximum force: 2.97 eV Å⁻¹

Structure (XYZ):
```
147
Properties=species:S:1:pos:R:3:forces:R:3:lowdin_charge:R:1
O -2.42065 -6.90741 0.34615 -0.093 0.563 0.661 0.11
C -3.18667 -5.99096 0.44305 0.197 -0.474 -0.877 -0.51
O -4.46119 -6.19878 -0.09409 1.109 1.365 0.418 0.06
C -2.78772 -4.60212 1.09093 -0.827 -0.878 -1.035 -0.09
C -1.22816 -4.39818 1.12104 0.075 0.239 0.153 -0.11
C -0.70142 -3.21711 0.26243 1.608 1.795 1.469 -0.17
C 0.13080 -2.21190 0.95346 0.023 0.571 -1.612 0.10
C 0.71939 -1.07972 0.25615 -2.367 -1.128 -1.242 0.04
C 1.63624 -0.01182 0.90235 1.391 0.032 0.536 -0.42
O 2.82436 -0.21219 0.82309 -0.704 -0.233 -0.374 0.15
O 1.17037 1.11902 1.50882 -0.683 -1.105 -1.007 0.02
C 2.09312 2.22788 1.41758 0.320 1.835 -0.195 -0.10
C 1.49547 3.54794 2.06610 0.625 -0.659 -0.110 -0.12
O 2.13390 3.71497 3.36097 0.084 0.240 -0.949 -0.16
C 3.24871 4.60265 3.30076 -0.201 0.530 0.619 -0.09
C 2.71850 6.02235 3.74730 2.444 -0.370 -0.413 -0.33
F 3.86919 6.79114 3.97957 -1.377 -0.710 -0.342 0.08
F 2.03506 6.64613 2.72636 0.220 -0.676 1.353 0.11
C 1.93227 5.98809 5.12389 0.496 1.288 0.230 -0.26
F 2.34281 4.93294 5.92337 -0.794 1.025 -1.354 0.10
F 2.32193 7.13298 5.81819 -0.814 -1.327 -0.592 0.10
C 0.36607 6.08548 4.99803 -1.148 -0.311 -0.033 -0.28
F -0.17425 5.21589 4.07245 1.067 0.920 0.665 0.11
F 0.03305 7.36084 4.57728 0.659 -2.181 0.482 0.08
C -0.33948 5.73129 6.39915 -0.407 0.227 -0.501 -0.20
F -0.97346 4.50631 6.25506 0.509 1.458 0.299 0.05
F -1.27448 6.72452 6.62551 0.977 -1.411 0.049 0.07
C 0.44183 -0.96971 -1.20401 -0.147 -1.173 0.968 -0.08
C 1.02685 0.15705 -2.09822 -0.134 -0.171 0.033 -0.12
C -0.09078 1.23527 -2.39893 -0.639 -0.471 -0.387 -0.14
C -0.84209 0.97132 -3.75368 -1.094 0.085 -0.632 -0.21
C -0.17865 0.45256 -4.95069 -2.784 0.835 0.592 -0.04
C -0.99578 0.29586 -6.14679 -0.602 0.232 0.682 -0.07
C -2.41153 0.61430 -6.19550 0.735 0.501 2.392 -0.07
C -3.06314 1.12764 -4.97699 1.950 -0.277 0.086 -0.07
C -2.28196 1.31075 -3.75679 1.144 -0.904 -2.100 -0.04
C -0.38256 -1.97807 -1.81732 1.207 1.249 1.493 0.00
N -0.90995 -3.04607 -1.08328 1.021 0.670 -0.097 -0.35
S -1.84072 -4.20600 -1.99123 -0.323 -0.423 -0.319 0.96
H -4.76308 -5.39639 -0.56066 -0.111 -0.277 0.533 0.12
H -3.26020 -4.60498 2.11005 0.580 0.265 -0.932 0.14
H -3.28445 -3.82473 0.45144 0.337 -0.425 0.881 0.11
H -0.95347 -4.19251 2.19349 -0.057 0.009 -1.244 0.13
H -0.63731 -5.30855 0.83222 -0.901 0.541 0.110 0.14
H 0.34862 -2.33764 2.03986 -0.420 0.025 -1.096 0.14
H 2.25521 2.44632 0.32634 0.052 -0.459 0.948 0.14
H 3.07022 2.04970 1.94179 -1.013 -0.221 -0.655 0.15
H 0.38491 3.51231 2.17886 0.956 -0.058 0.066 0.14
H 1.77611 4.43197 1.43090 -0.456 -0.925 0.396 0.13
H 4.06011 4.27418 4.00985 -1.048 0.341 -0.486 0.15
H 3.73743 4.67401 2.29259 -0.640 0.092 0.748 0.15
H 0.38183 5.63047 7.24276 -0.678 0.370 -0.549 0.17
H 1.91524 0.65223 -1.63399 -0.732 -0.652 -0.122 0.12
H 1.40464 -0.35492 -3.02816 -0.412 0.728 0.869 0.12
H 0.28387 2.29349 -2.35939 -0.033 -1.062 -0.149 0.12
H -0.86047 1.15293 -1.57725 0.751 0.235 -0.784 0.11
H 0.90157 0.19857 -4.92496 -0.964 0.235 -0.347 0.10
H -0.51643 -0.09057 -7.07155 -0.307 0.366 0.846 0.09
H -3.01990 0.47877 -7.12278 0.795 0.104 0.946 0.10
H -4.14481 1.40800 -4.97362 1.116 -0.370 -0.084 0.10
H -2.74817 1.71492 -2.82196 0.454 -0.453 -1.055 0.11
H -0.60960 -1.90963 -2.90748 0.055 -0.323 1.100 0.14
H -0.89280 -4.79113 -2.79467 -0.013 0.580 0.662 -0.05
C -0.08419 12.25805 5.22965 0.032 -0.058 0.082 -0.35
O -0.39299 13.32007 5.73078 0.030 -0.148 0.111 0.02
N 0.22464 11.13055 5.91656 0.006 0.197 -0.434 -0.20
C 0.58480 9.89528 5.24791 -0.037 0.442 0.491 -0.06
C 0.19321 11.16266 7.36682 -0.082 0.290 -0.100 -0.04
H -0.02985 12.12589 4.13573 0.025 -0.086 -0.011 0.13
H -0.12227 9.12207 5.53157 0.062 0.136 0.026 0.07
H 1.59124 9.60339 5.55829 -0.025 -0.157 -0.136 0.09
H 0.56649 10.01883 4.16512 -0.032 0.063 0.065 0.09
H -0.81045 11.43439 7.69993 0.092 0.000 0.133 0.09
H 0.89530 11.91751 7.72633 -0.080 -0.051 0.133 0.09
H 0.46266 10.18890 7.77394 -0.004 0.022 -0.119 0.08
C 2.04151 1.51819 -8.40927 0.101 0.269 -0.041 -0.33
O 1.80511 0.54583 -7.71115 0.060 0.014 0.147 -0.02
N 2.53893 2.69175 -7.96444 -0.176 -0.316 -0.295 -0.19
C 2.79523 3.80690 -8.85630 0.047 0.008 0.266 -0.05
C 2.82570 2.84113 -6.54966 -0.098 -0.281 0.009 -0.04
H 1.85932 1.51002 -9.49586 0.021 0.046 0.004 0.14
H 3.85534 4.06537 -8.81155 -0.057 0.116 -0.117 0.09
H 2.19798 4.66433 -8.53873 0.080 0.067 -0.140 0.09
H 2.53376 3.55090 -9.88234 -0.005 -0.054 0.087 0.09
H 3.55755 2.08828 -6.24882 -0.028 0.077 0.114 0.09
H 1.90825 2.68420 -5.97765 0.088 0.027 0.089 0.08
H 3.21890 3.83555 -6.34507 -0.033 -0.046 -0.113 0.09
C 1.80646 -3.26909 -6.99498 0.017 0.024 -0.461 -0.34
O 1.77333 -4.00795 -6.01948 -0.005 -0.082 0.052 -0.03
N 1.94983 -3.67051 -8.27537 0.013 0.405 0.411 -0.19
C 1.97852 -2.72235 -9.37199 0.001 -0.156 0.074 -0.05
C 2.07876 -5.09272 -8.56302 -0.090 0.441 0.141 -0.04
H 1.71806 -2.17426 -6.89542 0.009 0.016 -0.080 0.12
H 1.15719 -2.94406 -10.05778 0.088 0.096 -0.100 0.09
H 2.93016 -2.81428 -9.90105 -0.081 0.089 -0.110 0.09
H 1.87157 -1.70087 -9.00461 0.007 -0.072 0.072 0.06
H 1.19743 -5.61158 -8.20266 0.149 0.010 -0.083 0.07
H 2.95166 -5.48568 -8.04339 -0.123 -0.120 -0.067 0.08
H 2.18655 -5.25432 -9.63495 0.002 0.129 0.049 0.10
C -4.42241 0.08204 5.34375 0.021 0.181 0.178 -0.36
O -4.15266 -0.13135 4.17516 0.123 0.101 -0.001 -0.01
N -4.10414 1.20763 6.02466 -0.184 -0.457 -0.062 -0.20
C -4.45840 1.39039 7.41879 0.131 0.181 -0.182 -0.05
C -3.38552 2.26393 5.33616 -0.052 -0.187 -0.205 -0.04
H -4.96603 -0.65483 5.95761 -0.005 0.046 0.052 0.13
H -5.09720 2.27116 7.51417 0.010 -0.051 0.177 0.09
H -3.54766 1.53664 8.00413 -0.122 0.016 0.133 0.09
H -4.99159 0.52041 7.80068 0.035 0.021 -0.090 0.08
H -3.97627 2.60246 4.48260 0.140 0.077 -0.009 0.10
H -2.43484 1.87110 4.96930 0.002 0.157 -0.051 0.09
H -3.20085 3.10034 6.00782 -0.054 -0.111 0.021 0.08
C 1.69410 -8.30812 -6.62579 0.059 -0.085 0.146 -0.32
O 1.57068 -7.50923 -7.53575 0.141 -0.625 0.320 -0.01
N 2.65828 -8.26400 -5.67786 -0.351 -0.190 -0.161 -0.19
C 2.74399 -9.25198 -4.62139 0.164 0.236 -0.106 -0.06
C 3.63738 -7.19162 -5.72215 -0.203 0.158 -0.203 -0.04
H 1.00336 -9.15868 -6.50126 0.027 -0.025 0.064 0.13
H 2.65470 -8.75168 -3.65399 0.030 -0.171 0.069 0.09
H 3.71019 -9.75821 -4.68090 -0.068 -0.090 0.157 0.09
H 1.94847 -9.99061 -4.71555 0.024 0.074 -0.055 0.08
H 3.12267 -6.23001 -5.65226 0.125 0.042 -0.041 0.08
H 4.17312 -7.23220 -6.67311 0.073 0.088 0.079 0.09
H 4.34464 -7.28928 -4.89967 -0.077 -0.101 -0.037 0.09
C -8.34193 -9.53101 -1.86904 0.053 -0.030 0.072 -0.35
O -8.46695 -8.68082 -2.72833 0.169 0.050 0.127 0.01
N -7.36756 -9.54912 -0.92663 -0.331 -0.183 -0.155 -0.20
C -7.27937 -10.59717 0.07035 0.175 0.267 -0.075 -0.06
C -6.38325 -8.48371 -0.91867 -0.211 -0.018 -0.210 -0.06
H -9.03760 -10.38273 -1.78872 0.032 -0.033 0.059 0.13
H -7.35669 -10.15336 1.06580 0.018 -0.183 0.060 0.09
H -6.31721 -11.10554 -0.02727 -0.066 -0.104 0.149 0.09
H -8.08089 -11.32367 -0.05910 0.020 0.083 -0.052 0.08
H -6.89263 -7.52648 -0.78897 0.148 0.032 -0.015 0.09
H -5.85810 -8.47323 -1.87601 0.067 0.136 0.083 0.10
H -5.66839 -8.62973 -0.11133 -0.095 -0.060 -0.041 0.08
C 5.20674 1.18017 8.50068 -0.051 0.039 0.042 -0.35
O 5.86718 0.68311 9.38832 -0.164 0.104 0.033 0.02
N 4.10938 1.95722 8.68397 0.216 -0.162 -0.319 -0.20
C 3.37018 2.51684 7.57172 -0.003 -0.004 0.418 -0.07
C 3.66431 2.23493 10.03771 0.256 -0.175 0.041 -0.04
H 5.45834 1.03191 7.43647 -0.062 0.048 -0.051 0.13
H 3.37536 3.60582 7.65115 -0.088 -0.026 -0.141 0.07
H 2.33987 2.15293 7.60900 -0.040 0.120 -0.186 0.09
H 3.81717 2.22588 6.62110 0.028 -0.026 0.084 0.08
H 4.46454 2.73733 10.58441 -0.117 -0.032 0.105 0.10
H 3.43563 1.29427 10.54226 -0.010 0.114 0.111 0.09
H 2.77781 2.86754 10.02374 0.058 -0.037 -0.096 0.08
```
Positions in Å, forces in eV/Å.